{
  "formula": "C26H84O16",
  "method": "ωB97M-V/def2-TZVPD",
  "species": ["C", "O", "H", "H", "H", "H", "C", "O", "H", "H", "H", "H", "C", "O", "H", "H", "H", "H", "C", "O", "H", "H", "H", "H", "C", "O", "H", "H", "H", "H", "C", "O", "H", "H", "H", "H", "C", "C", "O", "H", "H", "H", "H", "H", "H", "C", "C", "O", "H", "H", "H", "H", "H", "H", "C", "C", "O", "H", "H", "H", "H", "H", "H", "C", "C", "O", "H", "H", "H", "H", "H", "H", "C", "C", "O", "H", "H", "H", "H", "H", "H", "C", "C", "O", "H", "H", "H", "H", "H", "H", "C", "C", "O", "H", "H", "H", "H", "H", "H", "C", "C", "O", "H", "H", "H", "H", "H", "H", "C", "C", "O", "H", "H", "H", "H", "H", "H", "C", "C", "O", "H", "H", "H", "H", "H", "H"],
  "positions_angstrom": [[9.487, -22.276, -3.749], [10.895, -22.559, -3.877], [9.358, -21.204, -3.925], [8.991, -22.781, -4.562], [9.085, -22.626, -2.785], [11.330, -22.102, -3.152], [12.663, -17.061, 0.386], [13.376, -16.116, -0.395], [12.264, -17.880, -0.221], [13.332, -17.503, 1.151], [11.848, -16.545, 0.859], [14.118, -16.583, -0.808], [6.683, -19.347, -3.538], [7.684, -18.734, -2.776], [6.933, -20.335, -3.920], [5.723, -19.335, -3.050], [6.506, -18.775, -4.475], [7.838, -19.323, -2.060], [7.980, -15.324, -3.127], [7.596, -14.120, -2.566], [9.018, -15.574, -2.881], [7.360, -16.175, -2.833], [7.889, -15.247, -4.214], [7.584, -14.105, -1.606], [10.636, -14.562, -5.419], [10.121, -15.839, -5.803], [10.197, -14.218, -4.511], [11.718, -14.508, -5.347], [10.398, -13.804, -6.167], [10.192, -16.538, -5.133], [14.979, -18.321, -6.882], [16.277, -18.260, -6.167], [14.161, -18.443, -6.186], [14.876, -17.357, -7.400], [14.979, -19.080, -7.660], [16.304, -18.836, -5.401], [12.240, -17.328, -3.192], [10.923, -17.813, -2.804], [10.087, -17.741, -3.941], [12.604, -17.925, -4.053], [12.969, -17.402, -2.396], [12.256, -16.300, -3.577], [10.512, -17.230, -1.964], [10.934, -18.843, -2.450], [9.210, -18.079, -3.631], [9.595, -21.017, 1.054], [9.231, -21.056, -0.400], [8.000, -20.411, -0.599], [9.695, -19.984, 1.375], [10.453, -21.607, 1.414], [8.728, -21.424, 1.568], [9.085, -22.091, -0.751], [9.863, -20.526, -1.087], [7.297, -20.798, -0.034], [10.986, -20.242, -6.479], [12.167, -20.588, -7.340], [12.371, -19.652, -8.381], [10.833, -21.025, -5.724], [10.080, -20.101, -7.107], [11.134, -19.300, -5.954], [12.045, -21.590, -7.825], [13.079, -20.659, -6.729], [12.178, -18.758, -7.993], [8.844, -17.279, 0.066], [7.402, -17.348, 0.544], [7.045, -15.995, 0.860], [9.179, -18.298, -0.127], [9.505, -16.915, 0.854], [8.950, -16.609, -0.773], [7.329, -17.959, 1.415], [6.727, -17.746, -0.237], [6.084, -15.940, 1.099], [16.443, -18.693, -0.338], [16.531, -17.967, -1.700], [15.314, -17.348, -1.984], [16.176, -17.940, 0.394], [17.348, -19.157, 0.071], [15.608, -19.405, -0.392], [16.725, -18.678, -2.481], [17.356, -17.240, -1.769], [15.356, -16.946, -2.863], [13.502, -20.661, -3.885], [13.540, -20.564, -2.391], [12.380, -21.213, -1.819], [12.574, -20.249, -4.291], [13.518, -21.700, -4.194], [14.388, -20.165, -4.281], [13.556, -19.497, -2.133], [14.389, -21.084, -1.957], [12.426, -21.053, -0.879], [10.766, -12.200, -2.008], [11.061, -13.660, -1.760], [12.274, -13.797, -1.018], [9.757, -11.988, -2.401], [11.537, -11.810, -2.673], [10.860, -11.632, -1.052], [11.109, -14.122, -2.733], [10.243, -14.159, -1.182], [12.605, -14.712, -1.105], [14.747, -14.074, -4.040], [14.938, -15.140, -5.075], [15.535, -16.284, -4.434], [14.033, -14.411, -3.333], [14.357, -13.160, -4.535], [15.624, -13.776, -3.505], [15.693, -14.913, -5.835], [13.942, -15.346, -5.490], [15.880, -16.840, -5.172], [8.101, -18.140, -7.425], [7.247, -16.873, -7.363], [7.999, -15.644, -7.625], [8.903, -18.048, -6.715], [8.602, -18.275, -8.407], [7.412, -18.991, -7.240], [6.844, -16.837, -6.300], [6.460, -16.961, -8.096], [8.689, -15.629, -6.949], [11.545, -14.849, -9.129], [11.359, -16.334, -8.980], [11.891, -16.885, -7.759], [10.948, -14.351, -8.394], [11.219, -14.553, -10.131], [12.572, -14.605, -8.966], [11.897, -16.908, -9.765], [10.312, -16.595, -9.056], [11.268, -16.600, -7.065]],
  "lowdin_charge": [-0.13, -0.14, 0.07, 0.08, 0.07, 0.01, -0.12, -0.15, 0.07, 0.09, 0.07, 0.04, -0.13, -0.13, 0.08, 0.08, 0.08, 0.01, -0.18, -0.10, 0.05, 0.07, 0.09, 0.08, -0.10, -0.16, 0.05, 0.07, 0.09, 0.04, -0.08, -0.14, 0.06, 0.09, 0.08, 0.07, -0.06, -0.31, -0.10, 0.09, 0.04, 0.08, 0.09, 0.11, 0.08, -0.06, -0.32, -0.11, 0.07, 0.09, 0.08, 0.11, 0.09, 0.13, -0.08, -0.33, -0.10, 0.06, 0.08, 0.06, 0.13, 0.08, 0.05, -0.08, -0.30, -0.10, 0.05, 0.08, 0.05, 0.10, 0.11, 0.11, -0.06, -0.30, -0.12, 0.07, 0.08, 0.06, 0.09, 0.12, 0.04, -0.07, -0.27, -0.10, 0.06, 0.09, 0.08, 0.09, 0.12, 0.08, -0.08, -0.34, -0.09, 0.07, 0.07, 0.09, 0.06, 0.11, 0.03, -0.07, -0.28, -0.12, 0.05, 0.10, 0.08, 0.13, 0.10, 0.05, -0.10, -0.28, -0.10, 0.04, 0.08, 0.08, 0.11, 0.10, 0.02, -0.07, -0.29, -0.12, 0.05, 0.09, 0.07, 0.13, 0.09, 0.05],
  "e_homo_ev": -9.49,
  "gap_ev": 9.500,
  "total_energy_ev": -61080.625,
  "de_lowest_kcal_mol": 0.0,
  "molar_mass_g_mol": 652.94
}